Record 1
Entry from OMol25: a gas-phase ion, C6H13IN3 (charge +1) in a non-equilibrium geometry (ωB97M-V/def2-TZVPD).

Calculated values
**Total charge**: +1
**Electronic energy**: -18989.940 eV
**HOMO level (spin up / spin down)**: -13.145 / -13.144 eV
**2S+1**: 1
**SMILES**: [H]/N=C(/CC)C/[N+](CC)=N/I
**Relative energy (zero: lowest compared OMol25 entry of this formula, charge and spin)**: 5.889 eV
**LUMO level (spin up / spin down)**: -7.322 / -7.320 eV

Element x y z (Å)
H1 -2.5136 -0.5696 0.0852
N1 -2.1114 0.3870 0.0522
C1 -1.0933 0.7269 0.6781
C2 -0.4117 2.0069 0.5684
C3 -0.5295 2.8002 -0.7004
C4 -0.1961 -0.2267 1.5166
N2 0.9242 -0.5987 0.7288
C5 0.8987 -1.5643 -0.3232
C6 0.7296 -3.0384 0.2012
N3 2.1155 0.6315 1.1032
I1 3.5807 0.6776 -0.1689
H2 0.6637 1.8472 0.7822
H3 -0.6445 2.5422 1.4612
H4 0.0935 2.7564 -1.5206
H5 -0.3456 3.8608 -0.5137
H6 -1.4686 2.5696 -1.1808
H7 0.2791 0.2883 2.2877
H8 -0.6091 -1.1848 1.6975
H9 0.1287 -1.3022 -1.0918
H10 1.9136 -1.5818 -0.7538
H11 0.8020 -3.6246 -0.7419
H12 1.5326 -3.1393 0.9163
H13 -0.0924 -3.3224 0.8819

Atomic partial charges in e from the Mulliken method, atoms 1 to 5: number 1, H, carries 0.28; number 2, N, carries -0.57; number 3, C, carries 0.73; number 4, C, carries -0.15; number 5, C, carries -1.54

Record 2
Entry from OMol25: a molecular structure, C6H13N (ωB97M-V/def2-TZVPD).

Calculated values
**Electronic energy**: -7917.434 eV
**HOMO level**: -7.031 eV
**2S+1**: 1
**Relative energy (zero: lowest compared OMol25 entry of this formula, charge and spin)**: 5.399 eV
**LUMO level**: 0.969 eV

Element x y z (Å)
C1 -2.3824 1.4833 0.5557
C2 -1.0488 1.1666 -0.1197
C3 -0.7556 -0.3296 -0.1098
N1 0.2955 -0.6881 -1.0755
C4 0.8338 -2.0152 -0.8386
C5 1.6748 -0.6832 -0.6971
C6 2.3613 0.2080 0.3109
H1 -2.4079 1.1155 1.5886
H2 -3.2120 1.0099 0.0167
H3 -2.5736 2.5609 0.5814
H4 -1.0633 1.5095 -1.1607
H5 -0.2342 1.7074 0.3786
H6 -1.6632 -0.8751 -0.4031
H7 -0.4923 -0.6557 0.9166
H8 1.1470 -2.6406 -1.6729
H9 0.2039 -2.5661 -0.1174
H10 1.5883 -1.6692 0.2086
H11 3.2662 -0.2829 0.6839
H12 2.6920 1.1051 -0.2272
H13 1.7705 0.5395 1.1809

Atomic partial charges in e from the Mulliken method, atoms 1 to 5: number 1, C, carries -1.23; number 2, C, carries -0.30; number 3, C, carries -0.63; number 4, N, carries -0.19; number 5, C, carries -0.38

Record 3
Entry from OMol25: a single C6H13N molecule in a non-equilibrium geometry (ωB97M-V/def2-TZVPD).

Calculated values
**Electronic energy**: -7919.291 eV
**HOMO level**: -7.624 eV
**2S+1**: 1
**SMILES**: CCC(=CN)CC
**Relative energy (zero: lowest compared OMol25 entry of this formula, charge and spin)**: 3.542 eV
**LUMO level**: 0.688 eV

Element x y z (Å)
C1 1.6880 -0.4514 1.6668
C2 1.4941 -0.1545 0.1550
C3 -0.0027 0.0044 -0.1484
C4 -0.6551 1.2349 -0.2397
N1 -0.2588 2.6415 -0.5091
C5 -0.5194 -1.2151 -0.9064
C6 -1.7772 -1.9314 -0.3381
H1 1.9520 -1.5110 1.8028
H2 0.8046 -0.0876 2.1923
H3 2.6236 0.0122 1.9631
H4 1.7682 -1.0477 -0.3478
H5 2.1552 0.7472 -0.0952
H6 -1.5031 1.4719 0.4211
H7 0.4581 2.9732 0.1650
H8 -1.1172 3.1354 -0.2983
H9 0.3111 -1.9347 -1.2056
H10 -0.7635 -0.7307 -1.9195
H11 -2.4276 -2.4712 -0.9541
H12 -1.3785 -2.6700 0.3650
H13 -2.4380 -1.2993 0.3399

Atomic partial charges in e from the Mulliken method, atoms 1 to 5: number 1, C, carries -1.08; number 2, C, carries -0.44; number 3, C, carries 0.37; number 4, C, carries -0.48; number 5, N, carries -0.58

Record 4
Entry from OMol25: a single C6H13N molecule (ωB97M-V/def2-TZVPD).

Calculated values
**Electronic energy**: -7920.378 eV
**HOMO level (spin up / spin down)**: -6.389 / -6.388 eV
**2S+1**: 1
**Relative energy (zero: lowest compared OMol25 entry of this formula, charge and spin)**: 2.455 eV
**LUMO level (spin up / spin down)**: 0.999 / 0.999 eV

Element x y z (Å)
C1 -2.7169 -0.0918 -0.2734
C2 -1.2189 -0.0204 -0.5969
C3 -0.4393 -0.5191 0.6201
N1 1.0322 -0.6734 0.5253
C4 1.4782 -1.9398 0.6878
C5 1.8701 0.3555 0.4203
C6 1.6532 1.7070 -0.1739
H1 -2.9471 0.4511 0.6519
H2 -3.0463 -1.1286 -0.1341
H3 -3.3257 0.3450 -1.0710
H4 -0.9938 -0.6365 -1.4751
H5 -0.9461 1.0103 -0.8435
H6 -0.8133 -1.5187 0.8573
H7 -0.6343 0.1387 1.4727
H8 2.5519 -2.0698 0.5993
H9 0.9235 -2.5599 1.3799
H10 2.8791 0.1002 0.7169
H11 2.4604 2.3444 0.2035
H12 1.7263 1.7347 -1.2732
H13 0.7093 2.1820 0.1138

Atomic partial charges in e from the Mulliken method, atoms 1 to 5: number 1, C, carries -1.27; number 2, C, carries -0.03; number 3, C, carries -0.96; number 4, N, carries 0.25; number 5, C, carries -0.68

Record 5
Entry from OMol25: a single C6H13N molecule in a non-equilibrium geometry (ωB97M-V/def2-TZVPD).

Calculated values
**Electronic energy**: -7921.385 eV
**HOMO level**: -8.824 eV
**2S+1**: 1
**SMILES**: C=C(C)CCCN
**Relative energy (zero: lowest compared OMol25 entry of this formula, charge and spin)**: 1.448 eV
**LUMO level**: 1.024 eV

Element x y z (Å)
C1 -0.7507 0.8126 -2.2044
C2 -0.2290 1.2808 -1.0788
C3 -0.8050 2.4314 -0.2903
C4 0.7828 0.4407 -0.3278
C5 0.0911 -0.5237 0.6968
C6 0.7117 -1.9239 0.6680
N1 0.7133 -2.5536 2.0177
H1 -0.6244 -0.2135 -2.5325
H2 -1.4035 1.4148 -2.8257
H3 0.0679 3.0063 0.0530
H4 -1.4764 2.0211 0.4849
H5 -1.5348 3.0093 -0.8662
H6 1.3020 -0.2071 -1.0614
H7 1.6164 1.0135 0.0421
H8 -0.9777 -0.6104 0.5377
H9 0.1877 0.0824 1.6240
H10 0.0613 -2.6277 0.1084
H11 1.6013 -2.0605 0.0560
H12 -0.2158 -2.9279 2.1642
H13 0.8819 -1.8647 2.7345

Atomic partial charges in e from the Mulliken method, atoms 1 to 5: number 1, C, carries -0.92; number 2, C, carries 0.58; number 3, C, carries -1.23; number 4, C, carries -0.99; number 5, C, carries -0.44

Record 6
Entry from OMol25: a single C6H13N molecule in a non-equilibrium geometry (ωB97M-V/def2-TZVPD).

Calculated values
**Electronic energy**: -7922.113 eV
**HOMO level**: -7.827 eV
**2S+1**: 1
**SMILES**: CCN1CCCC1
**Relative energy (zero: lowest compared OMol25 entry of this formula, charge and spin)**: 0.720 eV
**LUMO level**: 1.133 eV

Element x y z (Å)
C1 -2.0557 0.9258 1.3441
C2 -0.5328 0.8338 1.2893
N1 -0.0646 -0.2857 0.4909
C3 -0.5931 -0.6536 -0.7993
C4 0.5241 -0.2238 -1.7668
C5 1.7316 -0.7701 -0.9955
C6 1.3883 -0.3949 0.4543
H1 -2.4083 1.7842 0.7797
H2 -2.3624 0.8737 2.3852
H3 -2.4705 0.0346 0.8958
H4 -0.1139 1.7575 0.8697
H5 -0.1693 0.6416 2.2964
H6 -1.5385 -0.1950 -1.0676
H7 -0.5876 -1.7461 -0.8971
H8 0.5403 -0.6630 -2.7726
H9 0.6001 0.8410 -1.9789
H10 2.7309 -0.4323 -1.2542
H11 1.7437 -1.8461 -1.1593
H12 1.8038 -1.0624 1.2139
H13 1.8340 0.5809 0.6719

Atomic partial charges in e from the Mulliken method, atoms 1 to 5: number 1, C, carries -1.22; number 2, C, carries -0.29; number 3, N, carries -0.03; number 4, C, carries -0.58; number 5, C, carries -0.74

Record 7
Entry from OMol25: a single C6H13N molecule in a non-equilibrium geometry (ωB97M-V/def2-TZVPD).

Calculated values
**Electronic energy**: -7921.443 eV
**HOMO level**: -8.592 eV
**2S+1**: 1
**SMILES**: C=CCCCNC
**Relative energy (zero: lowest compared OMol25 entry of this formula, charge and spin)**: 1.390 eV
**LUMO level**: 1.111 eV

Element x y z (Å)
C1 -0.2775 1.1252 -2.3598
C2 0.8392 0.6075 -1.8462
C3 1.4600 0.7106 -0.4815
C4 0.4976 1.0912 0.6834
C5 -0.6915 0.1274 0.8540
N1 -0.3120 -1.1074 1.5201
C6 -1.2971 -2.2072 1.3012
H1 -0.5159 0.8484 -3.3713
H2 -0.9260 1.7042 -1.7185
H3 1.5067 0.0972 -2.5426
H4 2.0974 1.5979 -0.5678
H5 2.0456 -0.1725 -0.2460
H6 0.1595 2.1202 0.5602
H7 1.0953 1.0798 1.5979
H8 -1.4519 0.6469 1.4474
H9 -1.2121 0.1099 -0.1190
H10 0.6314 -1.3279 1.2023
H11 -0.7851 -2.9896 0.7470
H12 -2.1869 -1.8231 0.8181
H13 -1.6117 -2.5321 2.2937

Atomic partial charges in e from the Mulliken method, atoms 1 to 5: number 1, C, carries -0.83; number 2, C, carries -0.10; number 3, C, carries -0.44; number 4, C, carries -1.05; number 5, C, carries -0.47

Record 8
Entry from OMol25: a single C6H13N molecule (ωB97M-V/def2-TZVPD).

Calculated values
**Electronic energy**: -7922.527 eV
**HOMO level**: -8.239 eV
**2S+1**: 1
**SMILES**: CCN1CCCC1
**Relative energy (zero: lowest compared OMol25 entry of this formula, charge and spin)**: 0.306 eV
**LUMO level**: 1.195 eV

Element x y z (Å)
C1 -0.6325 2.0867 -1.3996
C2 -0.4117 0.5716 -1.4725
N1 0.3718 0.0922 -0.3463
C3 -0.2224 0.4324 0.9803
C4 -0.0742 -0.8432 1.7964
C5 1.0772 -1.5694 1.1008
C6 0.6651 -1.3397 -0.3527
H1 0.1723 2.6020 -0.8826
H2 -1.5959 2.3073 -0.9568
H3 -0.7119 2.4713 -2.4239
H4 -1.3894 0.0734 -1.4574
H5 0.1236 0.3818 -2.3977
H6 -1.2663 0.7749 0.9093
H7 0.3462 1.2674 1.3792
H8 0.0698 -0.6869 2.8695
H9 -0.9645 -1.4601 1.6438
H10 1.1799 -2.6046 1.4048
H11 2.0248 -1.0638 1.2751
H12 1.4326 -1.4890 -1.1097
H13 -0.1944 -2.0043 -0.5600

Atomic partial charges in e from the Mulliken method, atoms 1 to 5: number 1, C, carries -1.20; number 2, C, carries -0.44; number 3, N, carries -0.06; number 4, C, carries -0.54; number 5, C, carries -0.66

Record 9
Entry from OMol25: a single C6H13N molecule in a non-equilibrium geometry (ωB97M-V/def2-TZVPD).

Calculated values
**Electronic energy**: -7921.736 eV
**HOMO level**: -7.827 eV
**2S+1**: 1
**SMILES**: CCN1CCCC1
**Relative energy (zero: lowest compared OMol25 entry of this formula, charge and spin)**: 1.098 eV
**LUMO level**: 1.072 eV

Element x y z (Å)
C1 -1.6893 -2.0935 -0.3012
C2 -0.2822 -1.5998 0.1262
N1 -0.2285 -0.1792 0.3073
C3 0.9210 0.2589 1.1444
C4 1.4601 1.5605 0.5135
C5 0.7792 1.7855 -0.8167
C6 -0.5534 0.9326 -0.5928
H1 -1.8229 -3.1554 -0.5435
H2 -2.5031 -1.9073 0.4286
H3 -2.0637 -1.6482 -1.2202
H4 0.4673 -1.9645 -0.6056
H5 -0.2152 -2.0023 1.1726
H6 0.5420 0.4416 2.1549
H7 1.7370 -0.4523 1.1322
H8 1.3043 2.3676 1.2026
H9 2.5414 1.4793 0.4196
H10 0.4181 2.7235 -1.2347
H11 1.3990 1.2576 -1.5778
H12 -1.2568 1.6423 -0.1270
H13 -0.9543 0.5532 -1.5824

Atomic partial charges in e from the Mulliken method, atoms 1 to 5: number 1, C, carries -1.27; number 2, C, carries -0.25; number 3, N, carries 0.05; number 4, C, carries -0.79; number 5, C, carries -0.58

Record 10
Entry from OMol25: a single C6H13N molecule in a non-equilibrium geometry (ωB97M-V/def2-TZVPD).

Calculated values
**Electronic energy**: -7921.801 eV
**HOMO level**: -8.006 eV
**2S+1**: 1
**SMILES**: CCCC/C=C/N
**Relative energy (zero: lowest compared OMol25 entry of this formula, charge and spin)**: 1.033 eV
**LUMO level**: 1.189 eV

Element x y z (Å)
C1 -0.3571 3.1060 -0.0307
C2 -0.5741 1.7421 -0.7431
C3 -1.1150 0.6060 0.1661
C4 0.0389 -0.1721 0.7753
C5 0.7040 -1.2922 0.0017
C6 0.5595 -2.5899 0.2949
N1 1.1090 -3.7092 -0.3215
H1 -0.3976 3.8144 -0.8563
H2 0.5451 3.0911 0.5754
H3 -1.1610 3.3706 0.6611
H4 0.3835 1.4412 -1.1784
H5 -1.1832 1.8624 -1.6448
H6 -1.9552 0.9184 0.7665
H7 -1.4344 -0.1265 -0.5903
H8 -0.1788 -0.6715 1.7292
H9 0.8880 0.5018 0.9912
H10 1.2707 -1.0351 -0.8899
H11 -0.2843 -2.8315 0.9338
H12 1.2324 -4.5197 0.2589
H13 1.9097 -3.5065 -0.8990

Atomic partial charges in e from the Mulliken method, atoms 1 to 5: number 1, C, carries -1.09; number 2, C, carries -0.61; number 3, C, carries -0.42; number 4, C, carries -0.91; number 5, C, carries -0.38